Below is C40H45F3N4O8P2SSi2 as an isolated structure, with properties calculated with wB97M-V/def2-TZVPD.

Geometry (Å):
C  3.7561  4.8935  3.6893
C  3.4906  5.8830  2.4348
S  1.6975  6.3180  2.2971
C  0.8623  5.3117  0.9828
Si  0.6063  3.4534  1.4377
C  -0.9866  2.7891  0.6256
C  -0.8442  1.3592  -0.0765
C  -0.5823  0.1467  0.9268
C  -1.8686  -0.7201  1.2843
N  -2.6997  -1.1075  0.1050
C  -4.0140  -0.4200  0.1965
N  -4.9053  -0.7970  1.0900
N  -4.4090  0.6792  -0.6954
O  0.7741  3.1059  3.1196
Si  -0.5902  3.5865  4.0490
N  0.0146  4.1783  5.6482
C  -1.6298  4.9976  3.3097
C  -2.8641  5.2354  4.3467
C  -4.2686  5.3020  3.6084
F  -5.1272  6.4119  3.9068
C  -4.7639  4.3564  2.6621
F  -5.4447  3.1854  2.9369
F  -4.6057  4.6426  1.2770
P  -1.7791  1.7478  4.4740
O  -3.0020  1.7796  3.5279
P  2.2900  2.3503  0.4348
O  2.2219  2.5647  -1.2609
O  3.7964  2.9377  1.0159
H  3.0871  5.2989  4.5249
H  4.8449  4.9153  4.0069
H  3.4778  3.8210  3.4605
H  3.9686  5.5151  1.4777
H  4.0283  6.8571  2.7166
H  1.4855  5.3232  0.0150
H  -0.1220  5.8191  0.7157
H  -1.8965  2.7440  1.3035
H  -1.2548  3.5327  -0.2121
H  -1.8281  1.1769  -0.6406
H  -0.0360  1.3150  -0.8835
H  -0.1154  0.4633  1.9270
H  0.2044  -0.5328  0.4419
H  -2.5347  -0.2536  2.0923
H  -1.4827  -1.6950  1.7480
H  -2.8797  -2.1149  0.0749
H  -4.5253  -1.5843  1.6438
H  -4.2998  1.5983  -0.2278
H  -5.4383  0.5859  -0.7754
H  0.5564  3.4234  6.1079
H  -0.8347  4.3130  6.2271
H  -1.0403  5.9719  3.3159
H  -2.1213  4.7661  2.3142
H  -2.6901  6.1501  5.0091
H  -2.9464  4.3519  5.0819
H  -0.9485  0.6294  4.1031
H  -2.1100  1.6109  5.8601
H  1.9378  3.4720  -1.4976
H  4.3398  3.0575  0.2015
C  0.0061  -7.6158  1.0254
C  1.1074  -8.4684  1.0356
C  2.3941  -7.9441  1.0148
C  2.5839  -6.5634  0.9716
C  1.4805  -5.7102  0.9368
C  0.1907  -6.2395  0.9754
C  1.6671  -4.2434  0.8411
O  0.7032  -3.4971  0.8147
C  3.0429  -3.6998  0.7696
C  3.2343  -2.3266  0.6214
C  4.5212  -1.8052  0.5668
C  5.6227  -2.6515  0.6691
C  5.4370  -4.0216  0.8111
C  4.1464  -4.5498  0.8520
C  3.9596  -6.0140  0.9678
O  4.9218  -6.7567  1.0531
H  -0.9978  -8.0258  1.0508
H  0.9621  -9.5430  1.0619
H  3.2482  -8.6125  1.0282
H  -0.6706  -5.5806  0.9622
H  2.3814  -1.6605  0.5443
H  4.6658  -0.7367  0.4464
H  6.6269  -2.2428  0.6336
H  6.2981  -4.6769  0.8855
C  2.5634  -2.0156  -7.1772
C  1.8421  -2.7804  -8.0910
C  0.4667  -2.9190  -7.9505
C  -0.1915  -2.3021  -6.8872
C  0.5346  -1.5561  -5.9584
C  1.9126  -1.4047  -6.1124
C  -0.1445  -0.9359  -4.7962
O  0.4892  -0.2811  -3.9870
C  -1.6026  -1.1323  -4.6303
C  -2.2461  -0.6036  -3.5118
C  -3.6167  -0.7707  -3.3531
C  -4.3516  -1.4592  -4.3164
C  -3.7138  -1.9929  -5.4304
C  -2.3361  -1.8388  -5.5849
C  -1.6607  -2.4413  -6.7564
O  -2.3011  -3.0475  -7.5980
H  3.6359  -1.9004  -7.2929
H  2.3531  -3.2672  -8.9148
H  -0.0908  -3.5115  -8.6678
H  2.4799  -0.8147  -5.4007
H  -1.6806  -0.0641  -2.7595
H  -4.1124  -0.3623  -2.4787
H  -5.4227  -1.5835  -4.1958
H  -4.2902  -2.5320  -6.1746

Results
- HOMO energy (eV) = -7.94
- DFT total energy (a.u.) = -4331.611872

Löwdin population analysis, charges in e, atoms 1 to 8: atom 1 (C): -0.172, atom 2 (C): -0.525, atom 3 (S): 0.760, atom 4 (C): -0.585, atom 5 (Si): 0.334, atom 6 (C): -0.262, atom 7 (C): -0.253, atom 8 (C): -0.184

---

Below is one molecule with the formula C19H29N3O2S, with properties calculated with wB97M-V/def2-TZVPD.

Geometry (Å):
C  -4.7623  3.2618  2.0183
C  -4.3114  1.9409  1.4077
C  -2.7936  1.7808  1.4715
C  -2.3467  0.4439  0.8862
H  -2.8400  0.3024  -0.0793
H  -2.6689  -0.3685  1.5409
C  -0.8264  0.3102  0.6747
C  -0.3544  1.2341  -0.3939
N  -0.3441  2.5274  -0.3097
N  0.1845  2.9692  -1.4770
C  0.5241  1.9473  -2.3017
S  1.1740  2.0610  -3.8008
N  0.1592  0.8173  -1.5984
C  0.3708  -0.5042  -2.0401
C  1.6506  -0.8997  -2.4074
C  1.8623  -2.1944  -2.8445
C  0.8083  -3.0905  -2.9094
C  -0.4663  -2.6898  -2.5459
C  -0.6926  -1.3947  -2.1163
H  -1.6889  -1.0699  -1.8553
H  -1.2911  -3.3839  -2.6039
H  0.9786  -4.1010  -3.2491
H  2.8553  -2.5031  -3.1333
H  2.4632  -0.1934  -2.3466
H  0.3029  3.9500  -1.6651
H  -0.6298  -0.7158  0.3533
C  -0.0429  0.5568  1.9702
H  -0.4580  -0.0802  2.7514
H  -0.1575  1.6010  2.2665
C  1.4567  0.2497  1.8407
C  1.7376  -1.2066  1.4153
O  0.9317  -2.1606  2.0524
C  1.3095  -2.4622  3.3812
C  0.4258  -3.5980  3.8852
C  0.7735  -3.9889  5.3150
H  1.8072  -4.3206  5.3803
H  0.6422  -3.1433  5.9866
H  0.1310  -4.7982  5.6516
H  0.5496  -4.4529  3.2194
H  -0.6157  -3.2790  3.8247
H  2.3682  -2.7631  3.4077
H  1.1926  -1.5813  4.0298
H  1.5405  -1.3002  0.3446
H  2.8034  -1.4171  1.5798
O  2.0934  1.0555  0.8735
H  1.9348  1.9821  1.0903
H  1.9194  0.4308  2.8264
H  -2.3174  2.5915  0.9180
H  -2.4765  1.8521  2.5130
H  -4.7866  1.1133  1.9401
H  -4.6376  1.8947  0.3663
H  -5.8432  3.3636  1.9572
H  -4.4712  3.3179  3.0650
H  -4.3076  4.0980  1.4920

Results
- HOMO energy (eV) = -7.74
- SMILES string = CCCC[C@H](C[C@H](O)COCCC)c1n[nH]c(=S)n1-c1ccccc1
- DFT total energy (a.u.) = -1454.333628

Löwdin population analysis, charges in e, atoms 1 to 8: atom 1 (C): -0.117, atom 2 (C): -0.272, atom 3 (C): -0.227, atom 4 (C): -0.150, atom 5 (H): 0.113, atom 6 (H): 0.124, atom 7 (C): -0.232, atom 8 (C): -0.260

---

Below is C34H40N4O2P2Tc as an isolated structure, with properties calculated with wB97M-V/def2-TZVPD.

Geometry (Å):
Tc  1.0276  -2.0178  0.5114
C  -0.3436  6.3234  -0.8308
C  -1.2540  5.5354  -0.2543
C  -2.6107  5.2074  -0.7937
C  -2.7952  5.2645  -2.3313
C  -1.8127  4.4433  -3.1201
C  -0.6152  4.8371  -3.5598
C  -0.0118  6.2039  -3.3834
C  -0.4602  7.0295  -2.1540
C  1.5226  -3.5523  -0.8309
H  0.5905  6.5551  -0.3011
H  -1.0519  5.1235  0.7401
H  -3.3644  5.8765  -0.3456
H  -2.8793  4.1948  -0.4582
H  -3.7830  4.8200  -2.5286
H  -2.8543  6.3075  -2.6652
H  -2.1848  3.4426  -3.3723
H  -0.0036  4.1561  -4.1616
H  -0.2014  6.8203  -4.2780
H  1.0807  6.0866  -3.3334
H  0.2369  7.8806  -2.0977
H  -1.4550  7.4574  -2.3294
H  2.5445  -3.8941  -0.5895
H  1.5368  -3.3803  -1.9164
H  0.8730  -4.4229  -0.6274
P  -0.3177  -1.5588  -1.2240
P  -0.2925  -0.3739  1.4000
N  0.5147  -1.1202  -2.6815
N  -1.4766  -2.8126  -1.7392
N  0.5881  1.1169  1.4484
N  -0.8254  -0.4856  3.0226
C  -1.4179  -0.1104  -1.0519
C  -1.7656  0.0696  0.4351
C  1.8983  -0.9950  -2.8217
C  2.1717  -0.5563  -4.1135
C  0.9162  -0.3989  -4.7840
C  -0.0828  -0.7445  -3.8800
C  -1.1535  -4.0681  -2.2677
C  -2.3165  -4.7285  -2.6383
C  -3.4048  -3.8559  -2.3259
C  -2.8660  -2.7106  -1.7513
C  1.9833  1.1959  1.4186
C  2.3465  2.5237  1.2352
C  1.1411  3.2900  1.1629
C  0.0811  2.4057  1.3235
C  -1.2858  0.5745  3.8092
C  -1.7506  0.0663  5.0137
C  -1.5959  -1.3606  4.9673
C  -1.0518  -1.6724  3.7330
H  -2.3201  -0.2425  -1.6641
H  -0.8646  0.7537  -1.4608
H  -2.0938  1.0953  0.6477
H  -2.5742  -0.6158  0.7497
H  2.5618  -1.2287  -2.0020
H  3.1534  -0.3769  -4.5306
H  0.7574  -0.0794  -5.8025
H  -1.1579  -0.7621  -3.9726
H  -0.1408  -4.4186  -2.2968
H  -2.3733  -5.7121  -3.0844
H  -4.4516  -4.0340  -2.5082
H  -3.3533  -1.8480  -1.3275
H  2.5960  0.3114  1.5268
H  3.3539  2.9070  1.1572
H  1.0424  4.3522  0.9987
H  -0.9848  2.5844  1.3571
H  -1.2246  1.5869  3.4450
H  -2.1548  0.6508  5.8260
H  -1.8544  -2.0638  5.7462
H  -0.8027  -2.6271  3.3002
O  2.8701  -2.4557  1.6219
C  2.2037  -3.3087  2.3046
O  0.9337  -3.3828  2.0768
C  2.7508  -4.2898  3.2468
C  1.7817  -5.0165  3.9336
C  2.1531  -6.1510  4.6411
C  3.5072  -6.4977  4.7119
C  4.4891  -5.7179  4.0797
C  4.1161  -4.5984  3.3336
H  0.7380  -4.7197  3.8674
H  1.3837  -6.7433  5.1322
H  3.8079  -7.3789  5.2734
H  5.5427  -5.9870  4.1811
H  4.8391  -3.9734  2.8113

Results
- multiplicity = 4
- HOMO energy (alpha / beta) (eV) = -12.85 / -12.84
- charge = +2
- DFT total energy (a.u.) = -2451.883913
- <S²> = 3.795

Löwdin population analysis, charges in e, atoms 1 to 8: atom 1 (Tc): 1.092, atom 2 (C): -0.080, atom 3 (C): -0.098, atom 4 (C): -0.147, atom 5 (C): -0.133, atom 6 (C): 0.076, atom 7 (C): 0.082, atom 8 (C): -0.117

---

Below is C2H6N4S as an isolated structure, with properties calculated with wB97M-V/def2-TZVPD.

Geometry (Å):
C  -0.4728  1.2851  -0.2484
C  -1.6626  0.8547  -0.6045
N  0.2426  0.4581  0.5259
N  -0.4183  -0.7154  0.8368
N  1.5835  0.5261  0.8340
N  0.6716  -1.7557  -0.2942
S  -2.0513  -0.6122  0.2541
H  0.0846  2.1778  -0.5677
H  -2.4204  1.5048  -0.9501
H  2.0578  0.1962  0.0765
H  1.7876  -0.1319  1.5214
H  0.0928  -2.5885  -0.3189
H  0.5049  -1.1993  -1.0648

Results
- HOMO energy (alpha / beta) (eV) = -7.07 / -7.07
- DFT total energy (a.u.) = -696.825356

Löwdin population analysis, charges in e, atoms 1 to 8: atom 1 (C): -0.225, atom 2 (C): -0.435, atom 3 (N): -0.340, atom 4 (N): -0.303, atom 5 (N): 0.117, atom 6 (N): 0.016, atom 7 (S): 0.909, atom 8 (H): 0.138

---

DFT total energy of number 4 (C2H6N4S)?
-696.825356 a.u.